Record 1
C4H5NO | the ωB97M-V functional and the def2-TZVPD basis

ORCA input file:
```
! RIJCOSX wB97M-V def2-TZVPD def2/J DEFGRID3
* xyz 0 1
C -1.734 -0.641 0.208
C -1.224 0.529 -0.190
C 0.199 0.892 -0.210
C 1.175 0.070 0.135
N 2.533 -0.155 0.345
O 1.425 -1.171 0.557
H -2.804 -0.817 0.185
H -1.109 -1.454 0.569
H -1.903 1.305 -0.538
H 0.488 1.891 -0.520
H 2.954 -0.447 -0.543
*
```

Output
Max |F|   0.005 hartree/bohr
Relative energy (zero: lowest compared OMol25 entry of this formula, charge and spin)   385.85 kJ/mol
HOMO level   -8.686 eV
E_LUMO   0.954 eV


Record 2
C4H5NO | the ωB97M-V functional and the def2-TZVPD basis

ORCA input file:
```
! RIJCOSX wB97M-V def2-TZVPD def2/J DEFGRID3
* xyz 0 1
O -0.709 -1.299 -0.530
C 0.548 -0.620 -0.630
C 0.584 0.171 0.730
C -0.913 0.718 0.622
C -0.928 0.100 -0.756
N -0.046 0.474 -1.620
H 1.401 -1.157 -1.036
H 1.296 0.998 0.684
H 0.776 -0.448 1.614
H -0.978 1.804 0.634
H -1.604 0.251 1.321
*
```

Output
Max |F|   0.015 hartree/bohr
Relative energy (zero: lowest compared OMol25 entry of this formula, charge and spin)   466.78 kJ/mol
HOMO level   -8.927 eV
E_LUMO   0.174 eV


Record 3
C4H5NO | the ωB97M-V functional and the def2-TZVPD basis

ORCA input file:
```
! RIJCOSX wB97M-V def2-TZVPD def2/J DEFGRID3
* xyz 0 1
C -1.361 0.581 -0.289
C -0.131 -0.094 -0.619
C 0.576 -0.724 0.519
O 0.051 -0.713 1.682
C 1.884 0.075 0.320
N 2.870 0.680 0.268
H -1.161 1.126 0.654
H -2.042 -0.202 0.091
H -1.826 1.175 -1.073
H 0.270 -0.176 -1.630
H 0.869 -1.729 0.077
*
```

Output
Max |F|   0.021 hartree/bohr
Relative energy (zero: lowest compared OMol25 entry of this formula, charge and spin)   418.96 kJ/mol
HOMO level (spin up / spin down)   -9.320 / -9.311 eV
E_LUMO (spin up / spin down)   -2.087 / -2.093 eV


Record 4
C4H5NO | the ωB97M-V functional and the def2-TZVPD basis

ORCA input file:
```
! RIJCOSX wB97M-V def2-TZVPD def2/J DEFGRID3
* xyz 0 1
O -1.398 1.943 -0.275
C -0.705 0.956 -0.110
C -0.942 -0.472 -0.389
C 0.328 -1.172 -0.362
C 1.228 -0.306 0.162
N 0.636 0.906 0.409
H -1.821 -0.871 -0.893
H -1.216 0.017 0.851
H 0.508 -2.207 -0.624
H 2.256 -0.494 0.448
H 1.125 1.702 0.783
*
```

Output
Max |F|   0.052 hartree/bohr
Relative energy (zero: lowest compared OMol25 entry of this formula, charge and spin)   172.77 kJ/mol
HOMO level   -8.537 eV
E_LUMO   0.793 eV


Record 5
C4H5NO | the ωB97M-V functional and the def2-TZVPD basis

ORCA input file:
```
! RIJCOSX wB97M-V def2-TZVPD def2/J DEFGRID3
* xyz 0 1
O -0.831 -0.685 2.125
C -0.400 -0.357 1.041
N -0.995 0.438 0.100
C -0.210 0.544 -1.119
C 1.031 -0.270 -0.971
C 0.967 -0.665 0.442
H -1.965 0.692 0.188
H 0.118 1.574 -1.337
H -0.732 0.178 -2.013
H 1.621 0.150 0.808
H 1.421 -1.613 0.742
*
```

Output
Max |F|   0.008 hartree/bohr
Relative energy (zero: lowest compared OMol25 entry of this formula, charge and spin)   283.67 kJ/mol
HOMO level   -9.012 eV
E_LUMO   -0.222 eV


Record 6
C4H5NO | the ωB97M-V functional and the def2-TZVPD basis

ORCA input file:
```
! RIJCOSX wB97M-V def2-TZVPD def2/J DEFGRID3
* xyz 0 1
O 1.251 -1.716 -0.281
C 0.991 -0.519 0.224
C 0.605 0.507 -0.566
C -0.859 1.242 0.264
C -1.903 0.415 -0.207
N -2.785 -0.224 -0.627
H 1.317 -2.381 0.418
H 1.068 -0.415 1.307
H 0.424 1.607 -0.265
H 0.460 0.341 -1.628
H -0.627 1.132 1.323
*
```

Output
Max |F|   0.021 hartree/bohr
Relative energy (zero: lowest compared OMol25 entry of this formula, charge and spin)   504.95 kJ/mol
HOMO level   -8.227 eV
E_LUMO   -0.429 eV


Record 7
C4H5NO | the ωB97M-V functional and the def2-TZVPD basis

ORCA input file:
```
! RIJCOSX wB97M-V def2-TZVPD def2/J DEFGRID3
* xyz 0 1
N -2.626 -0.574 -0.548
C -1.632 0.022 -0.476
C -0.409 0.755 -0.346
C 1.009 -0.105 -0.543
C 0.505 0.298 0.772
O 0.075 -0.738 1.588
H 0.070 0.986 -1.312
H 1.831 0.494 -0.948
H 0.929 -1.127 -0.868
H 1.053 1.038 1.342
H -0.807 -1.049 1.338
*
```

Output
Max |F|   0.045 hartree/bohr
Relative energy (zero: lowest compared OMol25 entry of this formula, charge and spin)   321.18 kJ/mol
HOMO level   -9.568 eV
E_LUMO   0.695 eV


Record 8
C4H5NO | the ωB97M-V functional and the def2-TZVPD basis

ORCA input file:
```
! RIJCOSX wB97M-V def2-TZVPD def2/J DEFGRID3
* xyz 0 1
N 2.590 0.878 -0.252
C 1.777 0.057 -0.192
C 0.672 -0.903 -0.112
C -0.542 -0.234 0.521
C -1.139 0.929 -0.126
O -1.763 -0.349 -0.181
H 0.986 -1.787 0.453
H 0.405 -1.226 -1.124
H -0.626 -0.333 1.603
H -1.647 1.681 0.474
H -0.713 1.286 -1.065
*
```

Output
Max |F|   0.020 hartree/bohr
Relative energy (zero: lowest compared OMol25 entry of this formula, charge and spin)   155.21 kJ/mol
HOMO level   -10.910 eV
E_LUMO   0.890 eV


Record 9
C4H5NO | the ωB97M-V functional and the def2-TZVPD basis

ORCA input file:
```
! RIJCOSX wB97M-V def2-TZVPD def2/J DEFGRID3
* xyz 0 1
C 0.059 0.829 -0.892
C 0.030 -0.186 -0.019
C -0.035 -1.660 -0.216
O 0.193 0.272 1.289
C -0.109 1.564 1.246
N -0.339 2.666 1.526
H -0.497 0.875 -1.807
H 0.840 1.571 -0.749
H -0.409 -2.215 0.645
H 0.978 -2.024 -0.448
H -0.648 -1.860 -1.098
*
```

Output
Max |F|   0.044 hartree/bohr
Relative energy (zero: lowest compared OMol25 entry of this formula, charge and spin)   286.88 kJ/mol
HOMO level   -9.223 eV
E_LUMO   0.629 eV


Record 10
C4H5NO | the ωB97M-V functional and the def2-TZVPD basis

ORCA input file:
```
! RIJCOSX wB97M-V def2-TZVPD def2/J DEFGRID3
* xyz 0 1
C -0.885 0.374 -0.966
C -0.103 1.247 -1.553
C 0.422 -0.136 0.337
C 0.164 -1.278 1.279
N 1.295 0.713 0.158
O 1.085 1.509 -0.934
H -1.834 0.028 -0.688
H -0.345 2.000 -2.412
H 0.428 -2.281 0.986
H 0.646 -0.966 2.325
H -0.873 -1.209 1.469
*
```

Output
Max |F|   0.117 hartree/bohr
Relative energy (zero: lowest compared OMol25 entry of this formula, charge and spin)   394.56 kJ/mol
HOMO level   -9.618 eV
E_LUMO   1.005 eV


Record 11
C4H5NO | the ωB97M-V functional and the def2-TZVPD basis

ORCA input file:
```
! RIJCOSX wB97M-V def2-TZVPD def2/J DEFGRID3
* xyz 0 1
O -1.899 -1.020 0.387
C -0.709 -0.435 0.168
C -0.043 0.578 0.841
C 1.180 0.696 0.163
C 1.260 -0.162 -0.956
N 0.023 -0.844 -0.885
H -2.299 -0.627 1.172
H -0.413 1.181 1.654
H 1.993 1.387 0.354
H 1.142 0.892 -1.409
H -0.263 -1.601 -1.490
*
```

Output
Max |F|   0.035 hartree/bohr
Relative energy (zero: lowest compared OMol25 entry of this formula, charge and spin)   234.34 kJ/mol
HOMO level   -8.107 eV
E_LUMO   0.588 eV


Record 12
C4H5NO | the ωB97M-V functional and the def2-TZVPD basis

ORCA input file:
```
! RIJCOSX wB97M-V def2-TZVPD def2/J DEFGRID3
* xyz 0 1
O -1.828 -0.902 -0.126
C -0.649 -0.342 0.091
C 0.697 -0.823 -0.291
C 1.580 0.434 -0.378
C 0.812 1.355 0.238
N -0.529 0.851 0.598
H 0.716 -1.573 -1.087
H 1.075 -1.321 0.624
H -1.684 -1.687 -0.674
H 0.938 2.422 0.389
H -1.187 1.258 1.251
*
```

Output
Max |F|   0.011 hartree/bohr
Relative energy (zero: lowest compared OMol25 entry of this formula, charge and spin)   355.44 kJ/mol
HOMO level   -7.241 eV
E_LUMO   0.180 eV


Record 13
C4H5NO | the ωB97M-V functional and the def2-TZVPD basis

ORCA input file:
```
! RIJCOSX wB97M-V def2-TZVPD def2/J DEFGRID3
* xyz 0 1
H -0.405 2.149 2.366
N -0.451 1.483 1.600
C 0.709 1.167 1.203
O 0.919 0.295 0.204
C -0.298 -0.224 -0.336
C -0.069 -1.256 -1.344
C -0.116 -2.148 -2.151
H 1.665 1.533 1.588
H -0.879 0.603 -0.758
H -0.891 -0.650 0.478
H -0.184 -2.952 -2.850
*
```

Output
Max |F|   0.010 hartree/bohr
Relative energy (zero: lowest compared OMol25 entry of this formula, charge and spin)   239.96 kJ/mol
HOMO level   -10.175 eV
E_LUMO   0.972 eV


Record 14
C4H5NO | the ωB97M-V functional and the def2-TZVPD basis

ORCA input file:
```
! RIJCOSX wB97M-V def2-TZVPD def2/J DEFGRID3
* xyz 0 1
O -1.870 0.430 1.095
C -1.074 -0.447 0.875
C -0.239 -1.428 0.015
C -0.436 -1.590 1.319
H 0.157 -2.111 -0.730
H -0.421 -2.329 2.080
C 0.987 1.296 -1.202
N 0.176 1.414 -0.243
H 1.180 0.293 -1.601
H 1.542 2.105 -1.675
H -0.002 2.367 0.066
*
```

Output
Max |F|   0.026 hartree/bohr
Relative energy (zero: lowest compared OMol25 entry of this formula, charge and spin)   416.92 kJ/mol
HOMO level   -8.966 eV
E_LUMO   1.027 eV


Record 15
C4H5NO | the ωB97M-V functional and the def2-TZVPD basis

ORCA input file:
```
! RIJCOSX wB97M-V def2-TZVPD def2/J DEFGRID3
* xyz 0 1
C -1.183 -0.578 -0.194
C 0.226 0.541 1.118
C 0.285 -0.693 0.355
O 1.226 -0.532 -0.745
N 1.533 0.759 -0.800
C 0.954 1.386 0.194
H -1.830 -1.203 0.419
H -1.589 0.439 -0.154
H -1.174 -0.906 -1.233
H 0.479 -1.674 0.791
H 1.072 2.461 0.250
*
```

Output
Max |F|   0.007 hartree/bohr
Relative energy (zero: lowest compared OMol25 entry of this formula, charge and spin)   471.33 kJ/mol
HOMO level   -9.308 eV
E_LUMO   -0.780 eV


Record 16
C4H5NO | the ωB97M-V functional and the def2-TZVPD basis

ORCA input file:
```
! RIJCOSX wB97M-V def2-TZVPD def2/J DEFGRID3
* xyz 0 1
C 0.683 1.152 0.027
C 0.694 -0.250 -0.045
C -0.325 -1.045 0.362
C -1.542 -0.376 0.016
H 1.845 1.770 1.079
H 0.967 1.638 -1.567
H -0.830 1.523 0.397
H -0.069 -1.873 -0.396
H -0.465 -1.578 1.272
N -2.594 -0.010 -0.550
O 1.636 -0.951 -0.596
*
```

Output
Max |F|   0.216 hartree/bohr
Relative energy (zero: lowest compared OMol25 entry of this formula, charge and spin)   923.49 kJ/mol
HOMO level   -10.333 eV
E_LUMO   -1.089 eV


Record 17
C4H5NO | the ωB97M-V functional and the def2-TZVPD basis

ORCA input file:
```
! RIJCOSX wB97M-V def2-TZVPD def2/J DEFGRID3
* xyz 0 1
C 1.192 0.386 1.902
C 0.641 -0.543 1.168
C -0.207 -0.915 0.236
C -0.423 0.260 -0.707
N -1.178 0.014 -1.820
O 0.076 1.357 -0.529
H 0.508 0.851 2.612
H 2.148 0.874 1.714
H -0.687 -1.889 0.110
H -1.030 0.702 -2.544
H -1.362 -0.933 -2.107
*
```

Output
Max |F|   0.013 hartree/bohr
Relative energy (zero: lowest compared OMol25 entry of this formula, charge and spin)   162.88 kJ/mol
HOMO level   -9.772 eV
E_LUMO   0.875 eV


Record 18
C4H5NO | the ωB97M-V functional and the def2-TZVPD basis

ORCA input file:
```
! RIJCOSX wB97M-V def2-TZVPD def2/J DEFGRID3
* xyz 0 1
N 2.557 0.881 0.282
C 1.610 0.243 0.491
C 0.369 -0.439 0.698
C -0.314 -1.037 -0.515
C -0.911 0.200 -0.011
O -0.822 1.444 -0.568
H -0.158 -0.192 1.599
H -0.830 -1.987 -0.452
H 0.225 -0.851 -1.439
H -1.846 0.067 0.545
H 0.119 1.671 -0.629
*
```

Output
Max |F|   0.044 hartree/bohr
Relative energy (zero: lowest compared OMol25 entry of this formula, charge and spin)   240.76 kJ/mol
HOMO level   -9.549 eV
E_LUMO   0.817 eV


Record 19
C4H5NO | the ωB97M-V functional and the def2-TZVPD basis

ORCA input file:
```
! RIJCOSX wB97M-V def2-TZVPD def2/J DEFGRID3
* xyz 0 1
C -1.479 -1.276 -1.246
C -1.112 -0.552 -0.345
C -0.701 0.664 0.284
C 0.769 0.775 0.764
N 1.630 -0.113 0.200
O 1.113 1.570 1.620
H -1.809 -2.211 -1.607
H -1.344 1.057 1.086
H -1.120 0.856 -0.861
H 2.611 -0.042 0.426
H 1.326 -0.776 -0.493
*
```

Output
Max |F|   0.075 hartree/bohr
Relative energy (zero: lowest compared OMol25 entry of this formula, charge and spin)   295.77 kJ/mol
HOMO level   -9.621 eV
E_LUMO   0.663 eV


Record 20
C4H5NO | the ωB97M-V functional and the def2-TZVPD basis

ORCA input file:
```
! RIJCOSX wB97M-V def2-TZVPD def2/J DEFGRID3
* xyz 0 1
C -0.433 1.402 -2.374
C -0.401 1.062 -1.215
C -0.495 0.507 0.145
O 0.334 0.848 1.270
C 0.570 -0.389 0.583
N 0.332 -1.667 1.121
H -0.425 1.749 -3.391
H -1.523 0.415 0.476
H 1.495 -0.316 0.019
H 1.092 -1.928 1.737
H -0.545 -1.685 1.628
*
```

Output
Max |F|   0.013 hartree/bohr
Relative energy (zero: lowest compared OMol25 entry of this formula, charge and spin)   308.60 kJ/mol
HOMO level   -9.744 eV
E_LUMO   1.055 eV